48
Properties=species:S:1:pos:R:3 method="wB97M-V/def2-TZVPD" energy_ev=-141066.1626 multiplicity=2 molar_mass_g_mol=538.3 charge=+1 s_squared=0.76 homo_energy_ev="-10.6432 / -10.0692" relative_energy_kj_mol=92.2
V -0.531 0.207 -0.480
C 0.398 -1.676 5.060
C 1.003 -1.626 3.710
N 1.606 -2.605 3.097
N 1.969 -2.067 1.895
C 1.595 -0.802 1.739
S 1.878 0.207 0.383
N 0.991 -0.510 2.912
N 0.424 0.708 3.285
H 0.637 -2.633 5.516
H -0.684 -1.569 4.999
H 0.782 -0.864 5.677
H 2.496 -2.605 1.227
H -0.520 0.671 2.910
H 0.928 1.417 2.762
Br 1.149 4.012 -0.304
C -0.480 3.547 0.497
C -1.183 4.485 1.238
C -2.380 4.095 1.818
C -2.848 2.795 1.660
C -2.077 1.944 0.906
N -0.915 2.311 0.329
C -2.224 0.478 0.593
O -1.588 -0.327 1.378
O -2.632 0.140 -0.588
H -0.798 5.487 1.352
H -2.946 4.810 2.400
H -3.773 2.460 2.105
C 0.321 -4.023 -0.993
C 1.075 -4.012 -2.154
C 1.187 -2.840 -2.886
C 0.546 -1.705 -2.429
N -0.144 -1.711 -1.279
C -0.274 -2.844 -0.585
C 0.532 -0.415 -3.162
C 0.893 -0.308 -4.493
C 0.768 0.916 -5.126
C 0.267 1.994 -4.420
C -0.087 1.812 -3.098
N 0.045 0.635 -2.474
H 0.190 -4.924 -0.412
H 1.567 -4.913 -2.495
H 1.768 -2.815 -3.796
H -0.875 -2.771 0.314
H 1.252 -1.170 -5.035
H 1.045 1.020 -6.167
H 0.138 2.963 -4.882
H -0.491 2.622 -2.504

46
Properties=species:S:1:pos:R:3 method="wB97M-V/def2-TZVPD" energy_ev=-101840.8203 multiplicity=6 molar_mass_g_mol=692.9 charge=-1 s_squared=8.78 homo_energy_ev="-1.9584 / -5.5276" relative_energy_kj_mol=610.3
Ir 0.637 1.231 0.480
Cl 1.343 3.621 0.493
C -0.381 3.733 0.491
C -1.063 2.527 0.488
C -2.486 2.541 0.488
Cl -3.379 1.036 0.474
C -3.181 3.801 0.488
Cl -4.914 3.813 0.484
C -2.469 4.986 0.492
Cl -3.319 6.491 0.494
C -1.072 4.985 0.495
Cl -0.167 6.467 0.499
C -1.526 -0.194 2.256
C -1.350 -1.685 1.822
C -0.519 -2.450 2.851
C -0.829 -1.932 0.342
C -1.686 -2.712 -0.429
C -1.379 -3.061 -1.728
C -0.185 -2.628 -2.276
C 0.712 -1.843 -1.559
C 1.994 -1.480 -2.300
C 3.215 -2.198 -1.723
C 2.243 0.019 -2.453
C 0.435 -1.451 -0.222
O 1.277 -0.698 0.479
H -2.100 -0.128 3.197
H -2.087 0.409 1.469
H -0.574 0.287 2.446
H -2.359 -2.110 1.868
H 0.494 -2.051 2.941
H -0.441 -3.506 2.581
H -0.986 -2.391 3.838
H -2.616 -3.065 -0.001
H -2.059 -3.673 -2.308
H 0.055 -2.916 -3.292
H 1.885 -1.850 -3.325
H 3.466 -1.845 -0.721
H 4.089 -2.035 -2.359
H 3.041 -3.276 -1.666
H 2.555 0.487 -1.528
H 1.347 0.532 -2.812
H 3.041 0.192 -3.181
O -0.826 0.157 0.461
S 5.533 1.303 0.492
C 3.882 1.288 0.488
N 2.713 1.272 0.485

47
Properties=species:S:1:pos:R:3 method="wB97M-V/def2-TZVPD" energy_ev=-105095.1286 multiplicity=1 molar_mass_g_mol=625.1 charge=-2 homo_energy_ev=0.3258 relative_energy_kj_mol=2.3
Pd 1.083 -0.742 -0.005
Cl 1.246 -0.012 -3.466
C 2.342 -1.243 -2.804
C 2.396 -1.403 -1.427
C 3.296 -2.397 -1.016
Cl 3.440 -2.723 0.711
C 4.061 -3.167 -1.879
Cl 5.155 -4.396 -1.295
C 3.957 -2.959 -3.255
Cl 4.912 -3.898 -4.366
C 3.084 -1.982 -3.719
Cl 2.961 -1.711 -5.440
C -4.074 3.639 2.048
O -2.896 4.406 2.003
C -1.710 3.713 1.848
C -0.558 4.515 1.781
C 0.650 3.869 1.618
C 0.798 2.480 1.551
C 2.142 1.892 1.394
C 3.228 2.709 0.708
O 2.410 0.748 1.721
C -0.381 1.644 1.611
O -0.392 0.388 1.526
C -1.637 2.349 1.755
H -4.899 4.343 2.149
H -4.072 2.952 2.901
H -4.208 3.053 1.134
H -0.639 5.591 1.854
H 1.540 4.486 1.566
H 3.344 3.716 1.110
H 2.972 2.796 -0.351
H 4.163 2.161 0.804
H -2.513 1.716 1.788
O -0.120 -3.531 -1.274
S -0.467 -2.613 -0.122
C -1.935 -3.598 0.610
C -3.255 -2.959 0.191
C -2.953 -2.186 -1.093
C -1.682 -1.418 -0.785
H -1.800 -3.659 1.691
H -1.789 -4.583 0.167
H -3.595 -2.257 0.959
H -4.049 -3.700 0.051
H -3.771 -1.522 -1.387
H -2.766 -2.883 -1.914
H -1.825 -0.663 -0.008
H -1.192 -0.960 -1.642

45
Properties=species:S:1:pos:R:3 method="wB97M-V/def2-TZVPD" energy_ev=-67013.0367 multiplicity=5 molar_mass_g_mol=436.3 charge=0 s_squared=6.04 homo_energy_ev="-6.7150 / -7.4601" relative_energy_kj_mol=0.0
C -3.215 -0.818 -0.142
C -3.752 0.425 -0.849
H -3.047 -1.634 -0.849
H -4.030 -1.129 0.518
H -2.353 -0.674 0.532
H -3.322 0.630 -1.832
H -4.824 0.314 -1.002
H -3.655 1.308 -0.217
C 0.151 -2.978 -0.450
C 1.045 -4.053 -0.573
C 2.194 -3.904 -1.350
C 2.386 -2.685 -1.982
H -0.770 -3.101 0.125
H 0.868 -4.984 -0.031
H 2.949 -4.684 -1.424
H 3.294 -2.521 -2.545
N 0.359 -1.764 -1.012
C 1.465 -1.626 -1.790
C 1.710 -0.252 -2.224
N 0.834 0.695 -1.771
C 1.191 1.975 -1.954
C 3.210 1.456 -3.148
C 2.328 2.399 -2.620
H 0.501 2.685 -1.528
H 2.446 3.481 -2.649
C 2.873 0.116 -2.929
H 3.554 -0.657 -3.261
H 4.121 1.784 -3.670
Cr -0.864 0.202 -0.614
C -1.531 2.236 -0.603
H -1.819 2.462 -1.640
H -0.700 2.872 -0.328
H -2.382 2.578 0.024
F -0.296 1.176 6.353
C -0.200 1.018 5.022
C 0.280 2.045 4.211
F 0.635 3.225 4.750
C 0.439 1.832 2.856
F 0.872 2.821 2.046
C 0.052 0.610 2.251
O 0.247 0.367 0.994
C -0.518 -0.380 3.097
F -1.027 -1.498 2.507
C -0.619 -0.187 4.457
F -1.081 -1.184 5.244

- Which of these has the highest multiplicity?
  C19H17Cl5IrNO2S